The following is a quantum chemistry calculation of a cluster of 2 separate species, C4H9O2 in total at a distorted geometry, from the OMol25 dataset.

Each atom is followed by the atoms it is bonded to, with distances in Å.
Element x y z (Å)
1 C -0.712 1.118 0.973  C2 1.554, H5 1.094, H6 1.087, H7 1.095
2 C -1.136 -0.182 1.713  C1 1.554, O3 1.252, O4 1.249
3 O -0.651 -0.296 2.861  C2 1.252
4 O -1.848 -0.984 1.073  C2 1.249
5 H 0.203 0.846 0.439  C1 1.094
6 H -0.532 1.943 1.657  C1 1.087
7 H -1.399 1.519 0.220  C1 1.095
8 C 1.702 -0.344 -3.323  C9 1.528, H10 1.091, H11 1.084, H12 1.086
9 C 1.784 0.460 -2.026  C8 1.528, H13 1.093, H14 1.096, H15 1.092
10 H 2.496 -0.066 -4.017  C8 1.091
11 H 1.771 -1.404 -3.105  C8 1.084
12 H 0.762 -0.139 -3.828  C8 1.086
13 H 2.236 -0.079 -1.189  C9 1.093
14 H 0.792 0.699 -1.626  C9 1.096
15 H 2.240 1.449 -2.097  C9 1.092

Its spin multiplicity is 1. Its net charge is -1. As for the relative energy (zero: lowest compared OMol25 entry of this formula, charge and spin): 0.3436 eV.